1.
Molecular formula: C32H35ClFeN6O4
Method: DFT, ωB97M-V/def2-TZVPD

XYZ file:
```
79
Properties=species:S:1:pos:R:3:forces:R:3
Fe -0.923 0.400 0.058 0.51 0.11 0.05
C 0.837 -1.840 1.845 0.07 0.00 -0.12
N 0.976 -0.397 1.523 0.14 0.08 -0.02
C 0.465 0.411 2.658 0.10 0.01 0.02
C 2.418 -0.133 1.275 0.01 -0.02 0.07
C 3.250 -0.273 2.387 0.08 -0.01 0.05
C 4.623 -0.135 2.308 0.02 -0.01 0.04
C 5.207 0.153 1.084 0.09 -0.01 0.05
C 4.404 0.295 -0.029 -0.12 0.09 -0.03
C 3.010 0.159 0.026 -0.12 -0.03 0.07
N 0.913 -0.119 -1.202 -0.54 0.02 0.34
C 0.491 -0.511 -2.471 0.43 0.07 -0.10
C 1.529 -0.221 -3.478 0.18 -0.17 -0.05
C 1.413 -1.140 -4.651 0.11 0.05 -0.02
C 0.263 -1.830 -4.869 -0.19 -0.03 0.12
C -0.823 -1.817 -3.945 -0.01 -0.09 -0.21
C -0.642 -1.187 -2.690 -0.56 -0.06 -0.18
N -1.567 -1.308 -1.569 -0.02 0.21 -0.16
C -1.656 -2.734 -1.194 0.09 0.04 -0.07
C -2.901 -0.779 -1.947 0.06 -0.10 0.11
H 1.318 -2.091 2.797 0.00 0.05 -0.05
H 1.319 -2.442 1.068 -0.08 0.08 0.04
H -0.212 -2.112 1.910 -0.08 0.06 0.00
H 0.852 0.068 3.619 0.05 -0.01 0.04
H -0.622 0.344 2.703 0.09 -0.03 0.00
H 0.748 1.451 2.522 0.05 0.04 -0.01
H 2.810 -0.508 3.351 0.07 0.03 -0.13
H 5.230 -0.261 3.199 -0.07 0.05 -0.11
H 6.283 0.270 0.997 -0.15 -0.03 0.00
H 4.864 0.546 -0.979 -0.07 -0.03 0.06
H 1.425 0.815 -3.836 -0.11 0.06 -0.05
H 2.221 -1.159 -5.375 -0.10 -0.02 0.05
H 0.162 -2.418 -5.774 0.00 0.04 0.07
H -1.740 -2.352 -4.174 0.17 0.07 0.01
H -2.171 -3.314 -1.964 0.00 0.02 -0.02
H -2.182 -2.852 -0.258 -0.19 0.05 0.24
H -0.651 -3.141 -1.083 0.01 0.02 0.02
H -3.330 -1.316 -2.795 0.02 -0.07 -0.03
H -2.817 0.273 -2.216 0.04 0.04 0.01
H -3.583 -0.874 -1.102 0.06 0.00 0.04
O -0.298 5.588 2.573 0.22 0.12 0.05
C 0.861 5.299 2.012 0.00 0.05 -0.02
O 1.873 5.893 2.265 0.07 -0.04 -0.08
C 0.854 4.173 1.019 0.08 0.03 0.15
C 1.928 3.788 0.240 -0.05 -0.17 -0.12
Cl 3.496 4.416 0.171 -0.03 -0.02 0.00
N 1.539 2.705 -0.497 0.32 -0.07 -0.12
N 0.278 2.360 -0.195 0.12 -0.11 -0.24
C -0.137 3.226 0.696 -0.24 0.31 0.20
C -1.524 2.984 1.190 -0.30 -0.16 0.08
O -2.065 3.789 1.933 -0.10 -0.10 -0.09
O -2.033 1.875 0.775 -0.05 -0.05 0.03
C 2.251 1.964 -1.478 -0.10 -0.15 0.22
C 2.267 0.450 -1.283 0.25 0.14 0.21
C 2.826 -0.199 -2.599 -0.01 0.02 -0.08
C 3.893 0.556 -3.334 -0.11 -0.28 0.03
C 3.899 1.882 -3.295 0.00 0.35 0.14
C 2.981 2.592 -2.395 0.23 0.16 -0.31
H -1.010 4.959 2.298 -0.31 -0.05 0.06
H 0.900 -0.874 -0.526 0.27 -0.29 -0.19
H 3.128 -1.225 -2.382 0.03 -0.02 0.05
H 4.573 0.000 -3.971 -0.04 0.05 0.05
H 4.590 2.467 -3.891 -0.07 -0.05 0.07
H 2.947 3.675 -2.446 0.02 -0.13 0.01
C -4.384 -1.831 3.828 0.11 0.05 -0.05
C -4.448 -1.818 2.292 -0.02 0.00 -0.11
C -4.615 -3.244 1.742 0.04 0.01 0.01
C -5.595 -0.911 1.807 0.10 0.05 0.00
C -3.178 -1.264 1.771 -0.32 0.05 0.43
N -2.197 -0.796 1.408 -0.10 -0.22 -0.50
H -5.313 -2.258 4.210 0.04 0.03 -0.03
H -4.277 -0.821 4.226 -0.01 -0.06 -0.02
H -3.551 -2.440 4.186 -0.06 0.02 -0.02
H -5.535 -3.666 2.151 0.05 0.02 -0.04
H -3.783 -3.886 2.038 -0.06 0.04 -0.01
H -4.694 -3.244 0.653 0.01 0.00 0.07
H -6.536 -1.301 2.200 0.06 0.01 -0.02
H -5.658 -0.896 0.716 0.00 -0.01 0.07
H -5.466 0.113 2.161 -0.01 -0.09 -0.02
```
Positions in Å, forces in eV/Å.

The LUMO energy (spin up / spin down) is -2.7428 / -3.3542 eV. The spin multiplicity is 6. Its total energy is -97786.5402 eV. The energy above the lowest of the compared OMol25 structures with the same formula, charge and spin is 2.456 eV. The orbital gap (spin up / spin down) is 7.1 / 8.3 eV. As for the net charge: +1.

Here are the Löwdin charges for atoms 1 to 8, given in e: 0.87 -0.06 -0.23 -0.07 -0.16 -0.02 -0.05 -0.05

2.
Molecular formula: C32H35HgN7S2Si2
Method: DFT, ωB97M-V/def2-TZVPD

XYZ file:
```
79
Properties=species:S:1:pos:R:3:forces:R:3
Hg -0.644 -0.362 -0.510 -0.62 0.00 0.37
C -2.691 -3.353 2.990 0.06 -0.04 0.11
C -2.476 -2.574 1.873 -0.10 0.07 -0.05
N -1.260 -2.193 1.504 0.29 -0.01 -0.02
C -0.215 -2.609 2.224 -0.44 0.05 -0.13
C -0.458 -3.413 3.351 0.02 -0.11 0.21
N -1.667 -3.772 3.741 -0.01 0.02 -0.12
C 1.133 -2.188 1.803 0.82 0.02 0.08
C 2.232 -2.623 2.515 -0.35 0.06 -0.09
C 3.542 -2.215 2.178 0.19 -0.07 0.12
C 3.633 -1.351 1.071 -0.07 0.08 -0.16
C 2.507 -0.979 0.370 0.19 -0.18 0.21
N 1.258 -1.369 0.720 -0.70 -0.16 0.13
C 2.606 -0.097 -0.794 -0.22 0.14 -0.11
C 3.817 0.211 -1.438 0.17 0.13 -0.13
N 3.912 1.083 -2.423 -0.10 -0.06 0.08
C 2.768 1.646 -2.837 0.05 -0.05 0.03
C 1.555 1.278 -2.294 -0.02 0.28 -0.14
N 1.469 0.430 -1.275 0.70 -0.07 -0.11
C 4.708 -2.661 2.920 -0.08 0.07 -0.12
C 6.019 -2.297 2.555 0.00 -0.02 0.04
C 7.096 -2.758 3.284 -0.02 0.00 0.01
N 7.001 -3.555 4.350 0.11 -0.06 0.10
C 5.763 -3.904 4.704 0.06 0.03 -0.03
C 4.619 -3.498 4.048 0.02 -0.02 0.02
H -3.682 -3.648 3.310 -0.04 0.02 -0.08
H -3.298 -2.234 1.251 -0.01 0.01 0.02
H 0.345 -3.779 3.976 0.04 0.05 -0.05
H 2.082 -3.284 3.352 0.03 0.00 0.00
H 4.588 -0.946 0.777 0.03 -0.02 -0.04
H 4.743 -0.275 -1.162 -0.05 -0.04 0.13
H 2.843 2.381 -3.628 -0.10 -0.03 -0.03
H 0.623 1.669 -2.687 0.23 -0.09 0.17
H 6.205 -1.662 1.701 0.03 0.00 0.00
H 8.107 -2.478 3.004 -0.04 0.04 -0.07
H 5.697 -4.552 5.572 -0.10 0.00 -0.01
H 3.665 -3.840 4.422 0.00 0.00 0.00
S -0.794 -2.792 -1.995 -0.03 0.19 0.53
C -1.006 -1.705 -3.260 -0.01 0.32 -0.67
N -0.853 -0.404 -3.180 -0.06 0.00 0.22
C -1.109 0.248 -4.361 -0.18 -0.22 -0.23
C -1.079 1.628 -4.560 -0.10 -0.05 0.04
C -1.406 2.139 -5.804 -0.01 0.11 0.02
C -1.768 1.301 -6.857 0.03 -0.06 -0.06
C -1.802 -0.075 -6.677 -0.02 0.03 0.02
C -1.473 -0.589 -5.433 0.00 -0.11 -0.02
S -1.471 -2.244 -4.891 0.05 0.18 0.16
H -0.838 2.278 -3.728 -0.10 0.07 -0.12
H -1.396 3.212 -5.955 0.00 -0.01 -0.01
H -2.030 1.725 -7.818 0.01 0.00 0.00
H -2.096 -0.738 -7.480 0.01 0.04 -0.04
C -1.997 2.409 3.238 0.07 0.00 -0.24
Si -1.111 2.281 1.559 0.07 -0.09 0.24
C 0.667 1.740 1.926 -0.27 0.01 -0.05
C -0.979 4.045 0.875 -0.09 -0.28 -0.03
C -2.060 1.061 0.487 0.23 0.09 -0.30
Si -3.553 1.648 -0.486 -0.20 -0.16 0.05
C -5.009 1.843 0.730 0.22 0.01 -0.10
C -3.373 3.337 -1.339 0.14 -0.25 0.10
C -4.136 0.428 -1.813 0.12 0.10 0.24
H -1.486 3.095 3.918 0.03 0.01 -0.01
H -2.043 1.430 3.721 0.01 -0.03 0.00
H -3.023 2.761 3.112 -0.02 0.01 0.01
H 1.130 2.367 2.691 -0.06 0.07 0.01
H 1.281 1.800 1.025 0.02 -0.02 0.00
H 0.699 0.705 2.274 0.02 -0.01 -0.01
H -0.361 4.659 1.533 0.03 -0.05 0.05
H -1.959 4.516 0.794 0.01 0.04 -0.02
H -0.519 4.051 -0.116 0.00 0.03 -0.02
H -2.484 0.361 1.218 -0.04 -0.04 0.04
H -4.780 2.603 1.481 0.00 0.01 0.02
H -5.211 0.910 1.261 0.01 -0.03 -0.01
H -5.928 2.146 0.223 0.01 0.00 -0.05
H -3.633 4.146 -0.655 0.01 0.02 0.00
H -4.033 3.405 -2.207 -0.03 -0.06 0.00
H -2.351 3.507 -1.681 0.01 0.02 -0.05
H -4.150 -0.601 -1.443 0.02 0.00 0.01
H -3.480 0.453 -2.681 0.15 -0.03 -0.09
H -5.142 0.679 -2.158 -0.03 0.04 0.06
```
Positions in Å, forces in eV/Å.

The LUMO energy (spin up / spin down) is 2.0931 / 2.0369 eV. The spin multiplicity is 2. Its total energy is -85787.9496 eV. The energy above the lowest of the compared OMol25 structures with the same formula, charge and spin is 0.000 eV. The orbital gap (spin up / spin down) is 4.8 / 7.2 eV. As for the net charge: -1.

Here are the Löwdin charges for atoms 1 to 8, given in e: 0.97 -0.14 -0.13 0.08 -0.19 -0.08 0.07 -0.23

3.
Molecular formula: C32H35IN4O4V
Method: DFT, ωB97M-V/def2-TZVPD

XYZ file:
```
77
Properties=species:S:1:pos:R:3:forces:R:3
V -0.580 0.354 -0.584 0.26 0.48 -0.29
C 0.777 -1.231 3.101 -0.04 -0.02 -0.06
N 1.428 -1.554 1.817 0.03 0.01 0.02
C 2.066 -2.865 1.924 0.04 0.01 0.01
C 2.291 -0.491 1.365 0.09 0.05 0.05
C 3.663 -0.669 1.213 -0.01 -0.03 0.01
C 4.479 0.368 0.783 0.02 -0.04 0.01
C 3.933 1.607 0.498 -0.01 0.03 -0.02
C 2.569 1.798 0.632 -0.03 -0.04 -0.02
C 1.731 0.767 1.058 0.16 -0.16 0.02
N 0.336 0.910 1.061 -0.38 -0.18 -0.40
C -0.295 1.998 1.640 -0.07 0.05 0.14
C 0.294 2.892 2.537 -0.01 -0.05 -0.02
C -0.437 3.950 3.054 0.00 0.01 0.02
C -1.762 4.141 2.700 -0.08 0.01 -0.03
C -2.370 3.245 1.827 0.05 -0.02 0.07
C -1.650 2.186 1.312 0.02 0.11 0.06
N -2.246 1.179 0.436 0.27 -0.02 -0.05
C -3.197 1.729 -0.547 -0.01 0.02 -0.07
C -2.903 0.140 1.258 -0.03 -0.04 0.01
H 1.509 -1.225 3.915 0.01 0.00 0.00
H 0.294 -0.259 3.039 0.02 -0.05 0.03
H 0.021 -1.989 3.311 0.00 0.01 0.00
H 2.847 -2.882 2.693 0.02 -0.01 -0.01
H 1.305 -3.590 2.209 0.01 0.02 0.02
H 2.489 -3.168 0.968 0.02 0.02 -0.02
H 4.115 -1.623 1.436 0.01 -0.05 0.00
H 5.542 0.199 0.675 0.01 0.00 -0.01
H 4.559 2.417 0.149 0.00 0.01 0.01
H 2.119 2.748 0.368 -0.02 0.01 0.01
H 1.331 2.763 2.814 0.02 -0.01 0.01
H 0.043 4.635 3.742 0.00 0.02 0.00
H -2.325 4.975 3.095 0.00 0.01 0.01
H -3.407 3.381 1.551 -0.02 0.01 0.00
H -4.106 2.087 -0.058 0.00 0.00 -0.02
H -2.715 2.538 -1.091 -0.03 0.00 0.00
H -3.459 0.937 -1.248 -0.02 0.02 0.00
H -3.736 0.578 1.814 0.01 -0.03 -0.01
H -3.271 -0.656 0.609 -0.02 0.00 0.01
H -2.178 -0.280 1.953 -0.02 0.00 0.00
O -0.632 -1.611 0.109 0.15 0.38 0.00
C -0.991 -2.648 -0.819 -0.05 -0.06 0.02
C -1.650 -1.924 -2.031 -0.23 -0.25 -0.23
O -2.306 -2.553 -2.828 0.16 0.00 0.11
O -1.371 -0.658 -2.106 0.05 0.15 0.44
C 0.256 -3.312 -1.383 -0.02 -0.05 0.04
C 1.421 -2.573 -1.563 0.04 0.01 0.04
C 2.543 -3.154 -2.134 0.03 0.01 -0.01
C 2.508 -4.479 -2.540 0.02 -0.01 0.00
C 1.342 -5.215 -2.381 0.02 0.00 -0.02
C 0.221 -4.635 -1.811 -0.01 0.02 0.00
C -1.922 -3.591 -0.070 0.05 -0.04 -0.06
C -3.293 -3.630 -0.280 -0.01 0.04 0.01
C -4.099 -4.437 0.514 -0.05 0.03 -0.05
C -3.549 -5.213 1.518 0.00 -0.03 0.05
C -2.177 -5.184 1.731 0.00 -0.03 0.01
C -1.375 -4.381 0.940 0.03 0.03 -0.02
H 0.189 -1.760 0.694 -0.13 -0.07 0.11
H 1.482 -1.532 -1.261 -0.01 -0.01 -0.01
H 3.440 -2.562 -2.263 0.01 -0.01 0.00
H 3.383 -4.935 -2.985 0.00 0.00 -0.01
H 1.304 -6.245 -2.710 0.00 -0.01 0.00
H -0.689 -5.209 -1.703 -0.02 0.00 0.00
H -3.737 -3.050 -1.075 0.00 0.01 -0.03
H -5.166 -4.460 0.333 -0.01 0.00 0.01
H -4.182 -5.842 2.130 0.00 -0.01 0.01
H -1.732 -5.794 2.507 0.00 0.00 0.01
H -0.303 -4.378 1.097 -0.01 -0.01 -0.02
N 1.133 0.942 -2.916 0.08 0.00 -0.20
C 0.627 2.142 -2.427 -0.39 0.09 -0.38
O -0.306 1.998 -1.533 -0.36 -0.12 0.31
C 0.943 3.389 -2.953 0.68 -0.19 0.61
I -0.605 3.770 -4.959 -0.15 -0.01 -0.13
H 0.379 0.309 -3.183 0.03 0.00 0.03
H 1.762 1.069 -3.700 0.04 -0.04 0.08
H 1.865 3.476 -3.511 -0.10 0.00 -0.12
H 0.677 4.244 -2.349 -0.11 0.00 -0.08
```
Positions in Å, forces in eV/Å.

The LUMO energy (spin up / spin down) is -0.1850 / -0.4928 eV. The spin multiplicity is 4. Its total energy is -81693.6256 eV. The orbital gap (spin up / spin down) is 6.3 / 7.4 eV.

Here are the Löwdin charges for atoms 1 to 8, given in e: 1.08 -0.03 -0.21 -0.08 -0.18 -0.02 -0.08 -0.07